Record 1
The following is a quantum chemistry calculation of a molecular structure, C22H27N8O4PdS, from OMol25.

XYZ file:
```
63
Properties=species:S:1:pos:R:3:forces:R:3
Pd -1.129011 0.145811 -1.278351 0.161 -0.468 0.020
C -0.129739 5.055663 0.237330 -0.003 -0.021 0.009
N -1.475676 4.594831 -0.055429 -0.012 0.105 -0.022
C -2.497075 5.155407 0.824634 -0.002 -0.051 0.049
C -1.595106 3.340153 -0.599447 -0.020 -0.163 0.068
N -0.680121 2.471766 -0.741636 0.054 0.291 -0.044
N -2.886649 3.104337 -1.113223 0.028 0.030 -0.056
C -3.521578 1.941816 -1.448676 -0.059 -0.196 0.016
N -4.837492 2.111909 -1.767062 -0.018 0.107 0.011
N -2.996802 0.758926 -1.437313 -0.358 0.433 0.037
H -0.168636 6.124109 0.438673 0.003 0.005 -0.018
H 0.516953 4.889660 -0.622654 0.008 0.006 0.008
H 0.299502 4.559048 1.115634 -0.007 0.001 0.003
H -2.639041 6.213887 0.607776 -0.001 -0.003 0.001
H -2.196598 5.050661 1.871377 -0.003 0.006 -0.003
H -3.446114 4.638797 0.710299 -0.003 0.016 0.001
H 0.168893 2.715303 -0.246415 0.020 0.011 -0.004
H -3.422438 3.941547 -1.264152 0.012 0.017 -0.025
H -5.194047 3.033073 -1.952902 -0.016 -0.014 0.020
H -5.312220 1.366659 -2.245373 0.018 -0.014 -0.024
H -3.670497 0.035568 -1.645966 -0.004 -0.045 0.035
O 2.869038 -0.270024 -0.286903 -0.087 0.035 0.014
S 2.176899 -1.176403 -1.158457 0.122 -0.064 0.299
O 2.019496 -2.531694 -0.706384 0.007 0.023 -0.066
N 0.737330 -0.553521 -1.622242 0.167 -0.079 -0.093
C 0.687829 -0.246452 -2.925261 0.069 -0.055 0.098
O -0.373750 0.258588 -3.344544 -0.104 0.087 -0.043
C 1.928332 -0.566041 -3.664778 0.017 0.013 -0.060
C 2.228980 -0.399591 -5.003775 -0.008 0.011 0.012
C 3.489962 -0.791774 -5.437135 -0.013 0.009 -0.025
C 4.417371 -1.331839 -4.552616 0.007 -0.002 0.006
C 4.114130 -1.499199 -3.204807 0.024 -0.008 -0.016
C 2.859560 -1.107910 -2.793815 -0.049 -0.029 0.023
H 1.503632 0.023002 -5.685459 -0.012 0.000 0.010
H 3.757715 -0.675917 -6.478577 -0.007 0.003 0.000
H 5.391335 -1.625723 -4.920083 0.002 -0.005 0.013
H 4.834024 -1.916084 -2.513909 -0.011 -0.001 0.007
C 1.277536 -3.793808 2.624902 0.051 0.051 -0.070
N 0.169179 -3.272025 1.846457 -0.182 -0.044 0.042
N -0.197251 -1.947201 1.896432 0.189 0.162 -0.034
C -1.015188 -1.668759 0.843942 0.138 -0.038 -0.068
O -1.463034 -0.482691 0.660778 -0.105 -0.069 -0.132
C -1.163972 -2.871631 0.121399 0.028 -0.006 0.067
C -0.382935 -3.814931 0.747607 -0.027 0.051 0.037
C -0.046688 -5.201864 0.338363 -0.009 -0.028 -0.011
C 0.071106 -1.119500 3.032478 -0.117 -0.080 0.018
C 1.009449 -0.105026 2.946119 0.008 -0.003 0.083
C 1.247796 0.680741 4.066127 0.013 -0.004 -0.050
C 0.562305 0.443278 5.248468 0.024 0.031 0.009
C -0.373755 -0.578927 5.321226 -0.031 -0.025 0.012
C -0.627890 -1.362580 4.207369 0.021 0.034 -0.020
H 1.638224 -3.011181 3.285085 -0.012 -0.009 0.030
H 2.086899 -4.082391 1.955184 0.014 -0.029 0.025
H 0.951568 -4.641804 3.224758 0.025 -0.008 -0.020
H -1.736748 -3.009159 -0.778172 0.034 0.046 -0.033
H -0.674680 -5.507441 -0.494380 0.002 0.010 0.001
H -0.185746 -5.907977 1.157150 0.003 0.003 0.006
H 0.996102 -5.247761 0.017325 -0.008 0.004 -0.009
H 1.556254 0.057269 2.029232 0.026 -0.027 -0.150
H 1.984088 1.471822 4.013505 -0.005 -0.001 0.010
H 0.761646 1.054199 6.119056 -0.004 -0.004 -0.003
H -0.909531 -0.762079 6.242879 0.002 -0.003 -0.003
H -1.363128 -2.156920 4.238332 0.004 -0.001 0.001
```
Forces are in eV/Å.

Values from the calculation:
Charge: +1
Energy above the lowest of the compared OMol25 structures with the same formula, charge and spin in kJ/mol: 0.0
Gap between HOMO and LUMO (spin up / spin down) in eV: 8.1 / 8.0


Record 2
The following is a quantum chemistry calculation of a molecular structure, C6H19NaO9P2 at a distorted geometry, from OMol25.

XYZ file:
```
37
Properties=species:S:1:pos:R:3:forces:R:3
Na -25.822560 23.881530 -18.761180 -0.484 -0.410 0.617
O -28.425150 22.169430 -16.144560 0.131 0.701 -0.863
H -29.210370 22.641880 -16.483290 0.447 -0.308 0.241
C -18.186140 23.685390 -19.392770 -1.363 0.028 -1.689
O -18.173380 24.282950 -18.172020 -0.125 0.531 5.770
P -19.212860 23.965640 -16.920270 -1.200 1.296 -1.559
O -20.641540 24.362080 -17.155770 2.272 -0.972 0.127
O -18.916260 22.425070 -16.627740 0.444 0.638 -0.279
C -19.981480 21.516520 -16.582570 -1.574 -1.075 0.288
O -18.629960 24.733030 -15.654630 -1.364 0.090 -2.345
C -17.410840 24.342560 -15.138870 1.563 -0.507 1.388
H -18.553520 22.659350 -19.412080 0.191 -0.195 0.201
H -17.189240 23.756320 -19.827820 -0.233 0.028 -0.164
H -18.946630 24.327880 -19.836560 0.265 -0.501 -1.690
H -20.807590 21.872160 -15.966800 0.096 0.220 0.083
H -19.673720 20.561710 -16.156290 0.470 0.223 -0.021
H -20.417220 21.303730 -17.558760 0.266 0.172 -0.220
H -17.655790 23.807830 -14.221160 0.510 0.027 0.203
H -16.810100 25.228360 -14.932580 -0.083 -0.036 0.117
H -16.815150 23.679190 -15.765920 -0.201 0.023 -0.247
C -27.131710 21.155650 -24.312360 1.808 0.363 0.123
O -25.935830 20.652940 -25.030080 1.205 0.719 0.480
P -24.477260 21.427500 -24.838300 -1.346 -0.548 -2.384
O -24.086940 21.714280 -23.447800 -0.317 0.351 -0.683
O -23.413560 20.519520 -25.677220 -1.133 2.075 1.049
C -22.873110 19.364240 -25.088860 -0.462 -2.174 -0.319
O -24.690720 22.641890 -25.949560 0.119 -1.273 1.724
C -24.266480 23.967180 -25.657320 0.509 0.598 0.166
H -26.956550 22.212360 -24.110400 -0.374 0.180 -0.216
H -27.158720 20.690010 -23.327200 -0.296 -0.342 -0.255
H -28.024680 21.008870 -24.919950 0.338 -0.190 0.061
H -21.943620 19.061790 -25.571230 0.071 0.602 -0.070
H -23.586990 18.586100 -25.358990 0.078 -0.435 0.258
H -22.740930 19.304840 -24.008530 -0.086 0.817 0.029
H -23.821370 24.015920 -24.663540 0.087 0.080 -0.041
H -25.070860 24.700910 -25.709560 -0.463 -0.430 0.094
H -23.553480 24.315070 -26.404780 0.233 -0.366 0.023
```
Forces are in eV/Å.

Values from the calculation:
Charge: 0
Energy above the lowest of the compared OMol25 structures with the same formula, charge and spin in kJ/mol: 443.2
Gap between HOMO and LUMO in eV: 4.1


Record 3
The following is a quantum chemistry calculation of a molecular structure, C17H37N5O4P2Pd at a distorted geometry, from OMol25.

XYZ file:
```
66
Properties=species:S:1:pos:R:3:forces:R:3
Pd -0.038518 -0.848405 -0.963621 0.183 -0.165 1.094
C -3.212091 2.634562 -0.616128 0.080 0.033 -0.052
N -2.842755 2.189103 0.727384 -0.052 -0.123 0.231
C -3.416468 2.990468 1.815352 -0.008 -0.012 -0.038
P -1.605293 1.190563 0.995691 -0.028 -0.057 0.092
O -1.556153 0.175670 -0.126757 0.073 -0.007 -0.366
O -0.252878 2.076469 0.993976 0.072 -0.015 -0.061
P 1.269361 1.630919 0.646435 -0.067 0.191 0.048
O 1.378894 0.145205 0.450268 -0.111 0.041 -0.546
N 2.094484 2.139904 1.946783 -0.126 0.030 -0.058
C 1.913430 3.478271 2.519014 -0.062 -0.048 0.074
C 3.429972 1.576386 2.180876 0.047 0.017 -0.064
N 1.634313 2.421174 -0.748219 -0.083 -0.155 0.123
C 1.636166 1.679064 -2.000942 -0.068 -0.021 -0.174
C 1.233130 3.824549 -0.891983 0.034 0.051 0.046
N -1.673085 0.525354 2.467028 0.258 0.079 -0.073
C -0.903491 0.992651 3.621161 -0.034 0.017 0.017
C -2.305449 -0.783409 2.642753 -0.125 0.024 -0.031
H -4.296648 2.597060 -0.712771 0.003 0.006 -0.015
H -2.774828 1.978994 -1.365163 -0.010 0.014 0.010
H -2.880114 3.660369 -0.789847 -0.001 0.003 -0.015
H -4.476404 3.139083 1.613986 0.006 -0.004 0.000
H -2.932530 3.967067 1.887077 -0.020 0.006 -0.008
H -3.322536 2.467226 2.763139 0.030 -0.001 0.014
H 0.870525 3.782694 2.463390 -0.002 0.017 -0.035
H 2.538152 4.219904 2.016445 0.022 0.006 0.019
H 2.199599 3.442581 3.569726 -0.004 -0.004 -0.003
H 3.493803 0.575856 1.760748 0.014 0.004 0.007
H 3.589777 1.511171 3.256267 0.011 -0.006 -0.002
H 4.207209 2.206931 1.743966 0.015 -0.014 -0.003
H 2.304695 0.823331 -1.947834 -0.005 -0.002 0.019
H 1.989123 2.335195 -2.795898 0.060 0.002 0.036
H 0.623533 1.349941 -2.303475 0.037 -0.004 0.051
H 1.194840 4.317781 0.076815 0.011 -0.005 -0.009
H 0.246245 3.904571 -1.356682 0.002 0.012 0.004
H 1.963016 4.346407 -1.508507 -0.008 0.007 -0.004
H -0.603222 2.028954 3.495011 0.013 0.014 -0.010
H -0.011872 0.379454 3.768815 -0.001 0.000 0.016
H -1.530376 0.927282 4.510569 0.012 0.003 0.003
H -2.911550 -1.032095 1.774086 0.010 -0.009 0.008
H -2.951820 -0.757839 3.519896 0.003 -0.017 -0.003
H -1.544687 -1.554939 2.777529 -0.014 -0.018 0.014
C -0.811703 -4.608218 -1.552869 -0.012 -0.044 0.017
C -2.239984 -4.132219 -1.874480 -0.031 -0.011 -0.003
C -2.434838 -2.873594 -1.019159 -0.051 0.064 0.065
O -1.154129 -2.623113 -0.353658 -0.086 0.081 -0.530
C -0.519322 -3.922128 -0.236251 0.071 0.031 0.090
H -0.101588 -4.288359 -2.316814 -0.020 0.001 0.019
H -0.746870 -5.690949 -1.472263 0.014 -0.006 0.007
H -2.969813 -4.889018 -1.594524 -0.003 0.007 -0.012
H -2.373416 -3.929193 -2.934642 0.013 0.011 -0.004
H -3.177497 -3.018643 -0.233941 0.014 -0.023 -0.010
H -2.689236 -1.975610 -1.577065 -0.016 -0.029 0.012
H -0.993172 -4.433616 0.605734 0.003 -0.003 -0.022
H 0.531008 -3.760141 -0.004555 -0.018 -0.027 -0.028
C 3.393493 -3.163026 -3.243326 0.003 -0.001 0.009
C 3.530100 -2.874317 -1.893548 -0.018 0.016 0.026
C 2.512807 -2.203211 -1.243336 -0.006 0.025 -0.009
N 1.398234 -1.838030 -1.892051 -0.003 0.006 0.000
C 1.256439 -2.112853 -3.196959 0.003 -0.009 0.000
C 2.239424 -2.772212 -3.906784 -0.061 0.031 0.019
H 4.177247 -3.686433 -3.773700 0.011 -0.002 -0.001
H 4.415325 -3.158930 -1.343765 0.005 -0.003 0.006
H 2.567337 -1.928496 -0.198461 0.009 -0.009 0.003
H 0.330206 -1.797335 -3.662449 0.013 0.006 -0.009
H 2.092449 -2.975833 -4.957492 0.004 0.000 -0.004
```
Forces are in eV/Å.

Values from the calculation:
Charge: +2
Energy above the lowest of the compared OMol25 structures with the same formula, charge and spin in kJ/mol: 0.0
Gap between HOMO and LUMO in eV: 7.4


Record 4
The following is a quantum chemistry calculation of 2 unconnected molecules or ions with the total composition C4H9NO4 at a distorted geometry, from OMol25.

XYZ file:
```
18
Properties=species:S:1:pos:R:3:forces:R:3
C -0.914401 -0.798860 0.311333 3.323 2.679 0.928
C -2.184628 -1.263739 -0.182806 -3.217 -1.293 -0.195
C -0.794450 1.460154 -0.557546 -0.143 -3.707 -0.573
C 2.372403 0.028539 -0.015591 0.202 1.318 -1.251
N -0.252490 0.323290 0.189331 -1.668 -1.599 0.498
O -0.377541 -1.693958 1.174374 0.746 -0.499 -0.120
O 2.476641 -0.835733 -0.820435 0.375 -0.271 0.062
O 2.208869 -0.145446 1.290658 1.433 -2.607 -0.730
O 2.420303 1.397341 -0.325625 2.127 -0.216 -1.149
H -2.861930 -1.345891 0.697304 0.441 0.063 -0.234
H -2.761567 -0.618521 -0.849071 0.601 0.097 -0.117
H -2.245468 -2.311047 -0.589870 0.747 1.059 0.254
H -0.873426 2.275957 0.076731 -1.020 1.489 1.232
H -0.045644 1.717192 -1.233861 1.189 0.569 -1.507
H -1.647017 1.048391 -1.109697 -0.370 1.266 0.068
H 0.552782 -1.433348 1.396371 -0.990 0.029 -0.323
H 1.770975 0.603557 1.581394 -1.478 2.616 1.332
H 3.156594 1.592124 -1.032993 -2.300 -0.993 1.824
```
Forces are in eV/Å.

Values from the calculation:
Charge: 0
Energy above the lowest of the compared OMol25 structures with the same formula, charge and spin in kJ/mol: 156.1
Structure (SMILES): C/N=C(\C)O.O=C(O)O
Gap between HOMO and LUMO in eV: 10.0


Record 5
The following is a quantum chemistry calculation of a single C2H5NO2 molecule, from OMol25.

XYZ file:
```
10
Properties=species:S:1:pos:R:3:forces:R:3
C 1.515934 0.015411 -0.117086 0.333 -0.133 0.060
O 0.291361 0.716618 -0.268975 -0.083 0.040 0.041
C -0.722433 0.234271 0.523038 -0.001 -0.130 0.124
O -0.674037 0.133079 1.724990 -0.011 -0.019 -0.568
N -1.743050 -0.100046 -0.303939 -0.054 0.066 0.028
H 1.906924 0.116709 0.897781 0.012 0.016 -0.119
H 2.204123 0.440928 -0.850458 -0.057 -0.025 0.230
H 1.369062 -1.047998 -0.350202 0.055 0.145 0.078
H -1.536409 -0.027801 -1.285254 -0.349 -0.065 0.065
H -2.611479 -0.481168 0.030105 0.156 0.105 0.062
```
Forces are in eV/Å.

Values from the calculation:
Charge: 0
Energy above the lowest of the compared OMol25 structures with the same formula, charge and spin in kJ/mol: 31.9
Structure (SMILES): COC(N)=O
Gap between HOMO and LUMO in eV: 11.4